Entry 1:
Formula: C19H27CoN7O6
Source: OMol25
Level of theory: ωB97M-V with the def2-TZVPD basis set

Geometry as XYZ:
```
60
Properties=species:S:1:pos:R:3:forces:R:3
O 0.074 -2.242 -6.146 -0.2 0.2 0.1
H -0.667 -1.857 -5.630 0.2 -0.1 0.0
Co -0.091 0.014 -1.560 0.6 -2.3 0.8
N 1.407 -1.013 -2.213 3.2 0.9 -0.7
N -0.755 -1.755 -1.134 -2.7 -1.6 0.3
N 0.647 1.872 -1.744 0.5 0.5 -0.2
N -1.411 0.994 -0.406 -1.7 1.0 -0.2
O 2.756 -0.644 -2.312 -4.7 -1.0 0.3
O 1.790 2.300 -2.446 -1.7 -0.8 0.1
O -2.541 0.496 0.268 1.6 1.6 -0.7
O -1.908 -2.142 -0.437 3.4 1.9 -2.3
C -0.080 -2.775 -1.876 -0.5 -0.5 0.2
C 1.097 -2.387 -2.424 0.4 0.0 0.0
C 0.055 2.755 -1.030 -0.4 0.5 0.5
C -1.152 2.240 -0.242 0.0 0.6 -0.3
C 2.078 -3.226 -3.234 -0.6 0.5 0.3
H 2.227 -2.744 -4.202 0.2 0.1 0.1
H 1.720 -4.233 -3.428 -0.2 0.0 0.2
H 3.039 -3.288 -2.726 0.0 0.1 0.0
C -0.725 -4.154 -1.963 0.2 0.8 0.0
H -1.700 -4.058 -2.442 -0.1 0.0 0.2
H -0.863 -4.572 -0.967 -0.1 0.0 0.0
H -0.143 -4.857 -2.552 0.2 0.1 0.0
C 0.461 4.227 -0.891 0.0 -0.7 -0.5
C -1.944 3.221 0.631 0.3 -0.8 -0.1
H 1.096 4.558 -1.712 0.0 -0.3 0.0
H 1.014 4.384 0.035 0.0 -0.1 0.1
H -0.406 4.886 -0.894 -0.1 -0.2 0.1
H -2.543 2.711 1.385 0.0 -0.2 -0.2
H -2.622 3.814 0.019 0.0 0.0 -0.1
H -1.287 3.898 1.175 0.2 0.0 -0.2
H 1.823 1.627 -3.165 0.6 0.2 0.8
H -2.567 -0.420 -0.051 0.2 -1.4 -0.1
C -1.396 0.056 -3.088 -0.9 1.3 0.9
H -1.786 0.065 -4.106 1.4 -0.9 -0.7
H -1.503 1.120 -2.895 -0.5 0.6 0.0
H -2.223 -0.416 -2.559 -0.2 -0.1 0.2
O 2.157 0.972 -5.732 -2.8 -2.7 0.2
H 1.829 0.056 -6.117 1.3 2.6 1.0
H 1.409 1.092 -5.069 1.3 0.0 -1.2
N -0.254 1.306 9.274 0.0 -0.3 -1.0
C -0.249 1.009 8.155 -0.2 0.4 0.9
C -0.192 0.666 6.757 -0.1 -0.1 -0.4
C -1.234 0.974 5.866 0.6 -0.3 -0.8
C -1.093 0.683 4.486 0.7 -0.3 0.4
C 0.096 0.047 4.020 -0.6 0.7 0.4
C 1.073 -0.303 4.945 0.0 0.2 0.0
C 0.948 0.014 6.287 0.0 -0.1 -0.2
N 0.391 -0.284 2.643 -0.7 1.2 0.2
C 0.748 -1.504 2.237 0.8 -2.5 -0.8
C 0.904 -1.486 0.874 -0.2 -0.4 1.1
N 0.610 -0.250 0.368 0.4 1.4 4.1
C 0.341 0.474 1.524 0.0 -0.7 -1.5
H -2.132 1.450 6.249 0.1 -0.1 -0.2
H -1.916 0.938 3.825 0.2 -0.1 -0.1
H 1.967 -0.792 4.592 0.1 0.0 0.0
H 1.763 -0.242 6.952 -0.1 0.1 0.1
H 0.789 -2.374 2.884 0.0 0.4 0.0
H 1.066 -2.393 0.325 0.3 0.3 -0.5
H 0.009 1.486 1.616 0.2 0.2 -0.2
```
Positions in Å, forces in eV/Å.

Computed properties:
2S+1 = 4
Total charge = 0
ΔE to the lowest compared entry with this formula, charge and spin = 1.070 eV
Highest occupied orbital energy (alpha / beta) = -6.30 / -8.28 eV
Frontier orbital gap (alpha / beta) = 5.680 / 6.355 eV

Entry 2:
Formula: C19H27N3O
Source: OMol25
Level of theory: ωB97M-V with the def2-TZVPD basis set

Geometry as XYZ:
```
50
Properties=species:S:1:pos:R:3:forces:R:3
C 8.104 1.988 3.861 -0.2 0.1 0.0
C 6.622 1.637 3.893 0.2 -0.2 0.0
C 6.401 0.168 4.250 -0.3 0.2 0.1
C 4.928 -0.208 4.408 0.2 0.0 -0.3
C 4.146 -0.162 3.096 -0.2 0.0 0.4
C 2.711 -0.650 3.285 0.2 0.0 -0.5
C 1.906 -0.716 1.983 -0.2 0.1 0.5
C 1.590 0.675 1.431 0.2 -0.2 -0.3
C 0.780 0.588 0.142 -0.1 0.2 0.3
C -0.529 -0.171 0.384 0.4 -0.3 -0.3
C -1.304 -0.274 -0.873 -0.7 0.3 0.0
N -2.513 0.138 -1.092 0.1 0.1 0.4
C -2.733 -0.213 -2.396 1.1 -0.3 0.3
C -3.978 0.051 -3.092 -0.6 0.1 -0.4
C -5.030 0.684 -2.433 0.2 -0.1 -0.2
C -6.198 0.913 -3.142 0.0 0.1 0.2
N -6.365 0.563 -4.406 -0.5 0.1 -0.2
C -5.363 -0.038 -5.027 0.3 -0.2 -0.1
C -4.149 -0.320 -4.424 -0.1 0.1 0.3
N -1.701 -0.810 -2.934 -0.9 0.0 -1.0
O -0.765 -0.856 -1.953 0.4 0.1 0.8
C -0.219 -1.573 0.924 -0.1 0.1 0.3
C 0.595 -1.473 2.209 0.2 -0.1 -0.4
H 8.246 3.035 3.601 0.1 0.1 0.0
H 8.624 1.379 3.124 0.1 0.0 -0.1
H 8.560 1.811 4.833 0.1 0.0 0.1
H 6.185 1.849 2.915 -0.1 0.1 0.0
H 6.116 2.266 4.629 -0.1 0.0 0.0
H 6.854 -0.462 3.481 0.1 -0.1 0.0
H 6.916 -0.041 5.191 0.1 0.0 0.0
H 4.459 0.465 5.130 0.0 0.0 0.1
H 4.868 -1.220 4.815 -0.1 0.0 0.1
H 4.647 -0.794 2.358 0.1 0.0 -0.1
H 4.139 0.859 2.716 0.0 0.0 -0.1
H 2.740 -1.649 3.726 0.0 0.0 0.1
H 2.197 0.005 3.993 -0.1 0.0 0.1
H 2.496 -1.261 1.238 0.0 0.0 0.0
H 2.515 1.217 1.229 0.0 0.1 0.1
H 1.026 1.239 2.177 0.0 0.1 0.1
H 1.358 0.063 -0.623 0.0 0.0 -0.1
H 0.560 1.591 -0.228 0.0 0.0 -0.1
H -1.147 0.373 1.104 0.0 0.0 -0.1
H -4.920 0.980 -1.403 0.0 0.0 0.1
H -7.045 1.400 -2.678 0.0 0.0 0.1
H -5.548 -0.305 -6.059 0.1 -0.1 -0.1
H -3.349 -0.811 -4.954 0.0 -0.1 -0.1
H 0.345 -2.127 0.171 0.0 0.0 0.0
H -1.152 -2.109 1.113 0.0 0.0 -0.1
H 0.808 -2.479 2.578 0.0 0.0 0.1
H 0.008 -0.957 2.972 0.0 0.0 0.1
```
Positions in Å, forces in eV/Å.

Computed properties:
Structure (SMILES) = CCCCCC[C@H]1CC[C@H](c2nc(-c3ccncc3)no2)CC1
Total charge = 0
ΔE to the lowest compared entry with this formula, charge and spin = 1.341 eV
Highest occupied orbital energy = -9.71 eV
Frontier orbital gap = 10.045 eV

Entry 3:
Formula: C19H27N3O5S
Source: OMol25
Level of theory: ωB97M-V with the def2-TZVPD basis set

Geometry as XYZ:
```
55
Properties=species:S:1:pos:R:3:forces:R:3
C -6.288 -1.875 0.705 0.1 -0.2 0.0
C -5.098 -2.775 1.019 0.1 0.2 0.1
C -3.880 -1.985 1.500 0.0 -0.4 0.1
N -3.333 -1.155 0.451 -0.6 0.1 0.1
C -2.097 -1.306 -0.038 0.0 0.5 -0.5
O -1.278 -2.110 0.359 0.3 -0.3 0.1
C -1.786 -0.317 -1.173 -0.1 -0.3 0.0
N -1.726 1.054 -0.698 0.0 -0.1 -0.2
C -2.848 1.810 -0.733 0.0 0.2 0.0
O -3.934 1.355 -1.043 -0.2 0.1 0.0
C -2.657 3.258 -0.318 -0.4 0.1 0.2
O -1.376 3.782 -0.595 0.3 -0.1 -0.2
C -0.347 2.969 -0.221 0.2 -0.2 0.2
C 0.876 3.525 0.125 -0.3 -0.1 -0.1
C 1.917 2.703 0.522 0.1 0.0 0.1
C 1.717 1.339 0.599 0.5 -0.3 0.1
S 3.020 0.270 1.222 -0.2 0.2 -0.2
O 4.245 1.023 1.179 -0.1 0.0 -0.2
O 2.595 -0.266 2.480 -0.2 -0.3 -0.1
N 3.018 -0.952 0.105 0.0 0.7 0.8
C 3.637 -0.641 -1.159 -0.1 0.5 -0.7
C 2.603 -0.665 -2.287 0.2 -0.3 -0.1
C 2.126 -2.074 -2.638 -0.2 0.2 0.1
C 1.602 -2.894 -1.457 0.2 -0.1 -0.2
C 2.707 -3.338 -0.497 -0.1 0.3 0.0
C 3.035 -2.315 0.592 0.0 -0.5 0.5
C 0.514 0.764 0.239 -0.2 0.2 0.0
C -0.516 1.576 -0.213 0.3 0.3 0.2
H -6.566 -1.292 1.580 -0.1 0.1 0.1
H -7.145 -2.476 0.409 -0.1 0.0 -0.1
H -6.063 -1.189 -0.108 0.0 0.1 -0.1
H -4.822 -3.348 0.132 0.0 -0.1 0.0
H -5.376 -3.483 1.802 0.0 -0.1 0.0
H -3.083 -2.664 1.810 -0.1 0.1 0.0
H -4.160 -1.354 2.351 0.1 -0.1 0.0
H -3.945 -0.468 0.029 0.2 0.0 -0.1
H -2.584 -0.367 -1.920 0.2 0.0 0.1
H -0.832 -0.579 -1.633 -0.1 0.0 0.1
H -3.375 3.880 -0.856 0.1 -0.2 0.1
H -2.872 3.332 0.762 0.0 0.0 -0.2
H 0.989 4.596 0.077 0.0 0.1 0.0
H 2.881 3.102 0.793 0.1 0.1 0.0
H 4.456 -1.334 -1.372 0.1 0.1 0.1
H 4.060 0.363 -1.066 0.1 -0.2 -0.2
H 1.754 -0.050 -1.981 0.0 0.1 0.0
H 3.043 -0.210 -3.177 0.0 0.1 0.0
H 2.951 -2.622 -3.101 0.0 0.0 -0.1
H 1.335 -1.990 -3.388 0.0 0.0 -0.1
H 1.123 -3.787 -1.864 -0.1 0.0 0.1
H 0.842 -2.344 -0.903 -0.2 0.0 0.0
H 3.606 -3.571 -1.072 0.0 -0.1 0.0
H 2.401 -4.254 0.010 0.1 0.0 0.0
H 4.012 -2.559 1.036 -0.1 0.0 0.0
H 2.288 -2.352 1.387 0.1 -0.2 0.0
H 0.397 -0.304 0.328 -0.1 -0.2 -0.1
```
Positions in Å, forces in eV/Å.

Computed properties:
Structure (SMILES) = CCCNC(=O)CN1C(=O)COc2ccc(S(=O)(=O)N3CCCCCC3)cc21
Total charge = 0
ΔE to the lowest compared entry with this formula, charge and spin = 0.887 eV
Highest occupied orbital energy = -8.90 eV
Frontier orbital gap = 9.434 eV

Entry 4:
Formula: C19H27N5O3
Source: OMol25
Level of theory: ωB97M-V with the def2-TZVPD basis set

Geometry as XYZ:
```
54
Properties=species:S:1:pos:R:3:forces:R:3
C -1.628 4.758 2.767 0.3 -0.3 -0.3
C -1.323 3.517 1.940 -0.6 0.1 0.1
O 0.044 3.478 1.536 0.4 -0.1 -0.1
C 0.352 4.181 0.425 0.1 0.1 0.1
O -0.463 4.763 -0.253 -0.4 0.0 -0.1
N 1.691 4.196 0.188 0.1 0.1 0.2
C 2.580 3.246 0.816 0.0 -0.2 0.1
C 2.553 1.926 0.025 0.0 -0.1 0.1
N 2.063 2.192 -1.319 0.1 0.0 -0.1
C 2.111 1.013 -2.163 0.1 0.1 0.0
C 1.207 -0.044 -1.625 0.0 -0.1 0.0
N 1.604 -1.241 -1.290 0.6 0.0 -0.1
C 0.482 -1.890 -0.845 -0.7 0.4 0.0
C 0.322 -3.182 -0.366 -0.2 0.1 0.0
C -0.948 -3.579 0.026 0.1 0.3 -0.1
N -1.090 -4.889 0.509 0.4 -0.2 -0.1
C -2.192 -5.530 0.984 0.2 -0.6 0.0
O -3.302 -5.050 1.051 -0.3 0.2 0.1
C -1.879 -6.942 1.459 -0.1 0.1 0.1
C -1.161 -6.905 2.808 0.0 -0.1 -0.1
C -2.041 -2.703 -0.060 -0.2 -0.1 0.1
C -1.894 -1.418 -0.536 0.1 0.2 -0.1
C -0.627 -1.015 -0.927 0.3 -0.6 0.2
N -0.129 0.163 -1.427 0.3 -0.1 0.1
C -0.883 1.353 -1.704 -0.3 0.3 -0.3
C 2.701 3.368 -1.876 0.0 0.0 0.1
C 2.146 4.598 -1.128 -0.1 0.2 -0.2
H -2.659 4.723 3.110 -0.1 0.0 0.1
H -0.967 4.809 3.629 0.0 0.0 0.1
H -1.488 5.648 2.159 0.0 0.1 0.0
H -1.470 2.607 2.525 0.0 0.1 -0.1
H -1.958 3.496 1.049 0.1 -0.1 0.2
H 3.581 3.685 0.806 -0.1 0.0 0.0
H 2.276 3.088 1.849 0.2 0.0 -0.1
H 1.870 1.214 0.494 0.1 0.0 0.1
H 3.559 1.472 0.007 -0.1 0.0 0.0
H 1.777 1.299 -3.166 0.1 0.0 0.0
H 3.122 0.581 -2.238 -0.1 0.0 0.0
H 1.168 -3.849 -0.305 0.1 -0.1 0.0
H -0.227 -5.415 0.510 -0.2 0.0 0.0
H -2.825 -7.474 1.564 0.0 0.1 -0.1
H -1.267 -7.460 0.718 0.0 0.0 0.0
H -1.776 -6.393 3.544 0.0 0.0 0.1
H -0.209 -6.383 2.735 0.1 0.0 0.1
H -0.972 -7.916 3.161 0.0 0.0 0.1
H -3.009 -3.055 0.254 0.0 0.0 0.0
H -2.745 -0.758 -0.600 -0.1 0.0 0.0
H -1.307 1.318 -2.712 0.0 0.0 0.1
H -1.698 1.437 -0.986 0.0 0.0 0.0
H -0.236 2.224 -1.613 -0.1 -0.1 0.0
H 2.457 3.440 -2.937 0.1 0.0 0.0
H 3.799 3.319 -1.784 0.0 0.0 -0.1
H 2.916 5.369 -1.025 0.0 0.0 -0.1
H 1.285 5.021 -1.648 0.2 0.0 0.0
```
Positions in Å, forces in eV/Å.

Computed properties:
Structure (SMILES) = CCOC(=O)N1CCN(Cc2nc3cc(NC(=O)CC)ccc3n2C)CC1
Total charge = 0
ΔE to the lowest compared entry with this formula, charge and spin = 0.118 eV
Highest occupied orbital energy = -7.87 eV
Frontier orbital gap = 8.635 eV

Entry 5:
Formula: C19H27NO4
Source: OMol25
Level of theory: ωB97M-V with the def2-TZVPD basis set

Geometry as XYZ:
```
51
Properties=species:S:1:pos:R:3:forces:R:3
C -8.460 -1.051 1.144 -0.2 0.1 0.1
O -7.425 -1.766 0.516 0.2 -0.1 -0.1
C -6.354 -1.075 0.034 0.2 -0.1 -0.1
C -5.365 -1.841 -0.583 -0.2 0.0 0.1
C -4.240 -1.239 -1.106 -0.1 0.1 0.0
C -4.076 0.139 -1.034 0.0 0.1 -0.1
C -2.836 0.810 -1.567 -0.1 0.1 0.0
N -1.938 1.163 -0.483 0.0 -0.5 -0.2
C -1.803 2.422 -0.041 0.6 -0.1 0.5
O -2.356 3.387 -0.523 -0.3 0.4 -0.1
C -0.855 2.552 1.166 -0.5 0.1 0.2
O 0.495 2.213 0.852 0.1 0.3 -0.1
C 0.863 0.934 0.908 0.2 -0.2 0.1
O 0.101 0.027 1.149 0.0 0.0 0.1
C 2.339 0.779 0.648 -0.1 -0.2 -0.2
C 2.609 -0.459 -0.209 0.2 0.0 0.1
C 4.090 -0.824 -0.363 -0.2 0.3 0.2
C 4.743 -1.227 0.960 0.0 -0.3 -0.3
C 6.174 -1.702 0.721 0.0 0.2 0.2
C 6.995 -0.605 0.048 0.0 -0.3 -0.2
C 6.340 -0.176 -1.262 0.0 0.3 0.2
C 4.908 0.292 -1.015 0.1 -0.4 -0.2
C -5.059 0.896 -0.414 0.1 -0.1 -0.1
C -6.191 0.304 0.117 -0.3 -0.1 0.2
H -8.927 -0.335 0.460 0.0 0.0 0.0
H -8.103 -0.524 2.034 0.0 0.0 0.0
H -9.196 -1.797 1.440 0.0 0.1 0.0
H -5.503 -2.909 -0.638 0.0 -0.1 0.0
H -3.483 -1.846 -1.580 0.1 -0.1 -0.1
H -3.094 1.743 -2.073 0.1 -0.2 0.0
H -2.309 0.149 -2.260 -0.1 0.1 0.0
H -1.510 0.407 0.038 0.0 0.2 0.1
H -0.833 3.595 1.482 0.0 -0.2 -0.1
H -1.215 1.909 1.978 0.1 0.1 -0.1
H 2.822 0.667 1.622 0.0 0.1 0.0
H 2.705 1.691 0.179 0.0 0.0 0.1
H 2.080 -1.302 0.239 0.0 0.0 -0.1
H 2.184 -0.293 -1.203 -0.1 0.0 0.0
H 4.127 -1.696 -1.028 0.0 0.0 0.0
H 4.162 -2.020 1.434 -0.1 0.0 0.1
H 4.768 -0.372 1.640 0.0 0.1 0.1
H 6.636 -1.982 1.670 0.0 -0.1 0.0
H 6.161 -2.588 0.082 0.0 -0.1 0.0
H 8.009 -0.963 -0.142 0.0 0.1 0.1
H 7.064 0.256 0.716 0.1 0.1 0.0
H 6.919 0.628 -1.721 0.0 0.0 -0.1
H 6.332 -1.020 -1.956 0.0 0.0 -0.1
H 4.446 0.589 -1.959 -0.1 0.1 0.0
H 4.931 1.165 -0.359 0.0 0.1 0.0
H -4.936 1.967 -0.347 0.0 0.1 0.0
H -6.935 0.926 0.588 -0.1 0.0 0.0
```
Positions in Å, forces in eV/Å.

Computed properties:
Structure (SMILES) = COc1ccc(CNC(=O)COC(=O)CCC2CCCCC2)cc1
Total charge = 0
ΔE to the lowest compared entry with this formula, charge and spin = 0.702 eV
Highest occupied orbital energy = -8.38 eV
Frontier orbital gap = 9.151 eV